# C39H50F5KN7O3P

A molecular structure, C39H50F5KN7O3P at a distorted geometry (the ωB97M-V functional and the def2-TZVPD basis, the OMol25 dataset).

Structure (XYZ):
```
106
Properties=species:S:1:pos:R:3
K -1.164 -0.802 1.046
O -5.631 -3.097 -0.400
C -4.566 -2.732 0.096
N -4.358 -1.945 1.173
C -5.202 -1.833 2.208
O -6.133 -2.554 2.567
C -4.739 -0.764 3.195
C -4.132 -1.178 4.380
C -3.700 -0.232 5.287
C -3.921 1.111 5.010
C -4.539 1.429 3.820
N -4.933 0.524 2.920
C -3.271 -3.092 -0.606
C -2.884 -4.421 -0.723
C -1.710 -4.723 -1.394
C -0.974 -3.685 -1.939
C -1.446 -2.395 -1.779
N -2.567 -2.091 -1.137
H -3.986 -2.235 4.556
H -3.186 -0.521 6.195
H -3.587 1.884 5.687
H -4.734 2.465 3.563
H -3.489 -5.198 -0.274
H -1.373 -5.748 -1.483
H -0.041 -3.873 -2.457
H -0.909 -1.549 -2.193
N -4.540 1.263 -0.745
C -4.916 0.787 -1.963
C -3.906 1.122 -2.820
N -2.916 1.782 -2.150
C -3.319 1.832 -0.894
C -2.606 2.502 0.197
N -1.393 2.260 0.653
C -1.134 3.226 1.590
C -2.213 4.046 1.731
N -3.140 3.586 0.827
H -5.009 1.104 0.154
H -5.829 0.234 -2.106
H -3.825 0.936 -3.878
H -0.204 3.239 2.135
H -2.393 4.904 2.354
H -4.058 3.955 0.663
C 3.653 -1.578 -4.848
C 4.128 -2.179 -3.515
C 3.182 -1.825 -2.355
C 2.577 -0.430 -2.524
C 1.705 -0.402 -3.804
C 2.134 -1.448 -4.843
P 1.475 -0.015 -1.050
C 2.578 -0.150 0.458
C 2.629 -1.573 1.035
C 3.043 -1.505 2.512
C 4.108 -0.417 2.749
C 4.908 -0.172 1.472
C 4.001 0.441 0.392
C 1.340 1.851 -1.181
C 2.606 2.686 -1.499
C 2.489 3.419 -2.835
C 1.307 4.392 -2.819
C 0.048 3.735 -2.208
C 0.191 2.217 -2.131
H 3.990 -2.196 -5.685
H 4.089 -0.584 -4.984
H 5.137 -1.818 -3.296
H 4.191 -3.268 -3.601
H 3.735 -1.887 -1.420
H 2.364 -2.548 -2.288
H 3.390 0.296 -2.627
H 1.761 0.588 -4.264
H 0.660 -0.576 -3.537
H 1.768 -1.160 -5.831
H 1.692 -2.420 -4.603
H 1.991 0.441 1.176
H 3.353 -2.184 0.488
H 1.650 -2.060 0.946
H 3.424 -2.482 2.825
H 2.167 -1.287 3.127
H 4.775 -0.703 3.567
H 3.617 0.514 3.044
H 5.330 -1.119 1.119
H 5.748 0.501 1.671
H 4.453 0.276 -0.592
H 3.947 1.520 0.556
H 0.995 2.107 -0.173
H 3.500 2.063 -1.517
H 2.752 3.434 -0.713
H 2.354 2.689 -3.638
H 3.419 3.956 -3.049
H 1.108 4.731 -3.840
H 1.584 5.277 -2.237
H -0.839 3.990 -2.793
H -0.122 4.110 -1.194
H 0.359 1.819 -3.134
H -0.734 1.782 -1.762
C -0.213 -3.983 1.482
O -0.248 -2.773 0.888
H -0.011 -4.835 0.778
H -1.167 -4.267 1.988
H 0.578 -4.076 2.271
F 1.124 1.689 3.250
C 0.209 2.048 4.287
F -0.938 1.285 3.933
C 0.743 1.307 5.488
F 1.843 1.934 5.989
F 1.129 0.000 5.345
F -0.178 1.298 6.488
```

Computed properties:
Relative energy (zero: lowest compared OMol25 entry of this formula, charge and spin), kcal/mol: 19.8
Charge: -2
Calculated total energy, Ha: -3565.82711
Largest force on an atom, Eh/bohr: 0.0399

Mulliken population analysis, charges in e, atoms 1 to 5: number 1, K, carries 0.735; number 2, O, carries -0.691; number 3, C, carries -0.220; number 4, N, carries 0.072; number 5, C, carries -0.112

***

# C39H51AsBF2PSSbZr

A molecular structure, C39H51AsBF2PSSbZr (the ωB97M-V functional and the def2-TZVPD basis, the OMol25 dataset).

Structure (XYZ):
```
98
Properties=species:S:1:pos:R:3
Zr -0.397 -2.240 -1.635
C -0.306 1.803 -0.345
C -1.598 2.210 0.378
As -2.692 3.564 -0.616
C -1.239 4.853 -0.805
C -0.518 5.337 0.286
C 0.543 6.208 0.093
C 0.891 6.609 -1.192
C 0.173 6.143 -2.282
C -0.889 5.265 -2.087
C -3.567 4.311 0.955
C -3.750 5.688 1.057
C -4.436 6.224 2.137
C -4.950 5.391 3.121
C -4.782 4.018 3.019
C -4.097 3.481 1.938
P -0.580 0.449 -1.522
C -1.730 1.004 -2.785
C -1.345 1.973 -3.714
C -2.275 2.460 -4.615
C -3.584 1.990 -4.586
C -3.966 1.026 -3.667
C -3.037 0.527 -2.767
C 0.984 0.109 -2.392
C 0.920 -0.793 -3.476
C 2.081 -1.189 -4.138
C 3.307 -0.691 -3.730
C 3.376 0.196 -2.659
C 2.232 0.579 -1.978
H 0.446 1.472 0.371
H 0.119 2.645 -0.901
H -1.341 2.646 1.343
H -2.229 1.340 0.580
H -0.803 5.055 1.294
H 1.090 6.590 0.946
H 1.712 7.298 -1.339
H 0.428 6.471 -3.281
H -1.461 4.914 -2.938
H -3.350 6.350 0.298
H -4.569 7.295 2.210
H -5.485 5.811 3.962
H -5.189 3.364 3.779
H -3.988 2.403 1.869
H -0.329 2.352 -3.726
H -1.984 3.210 -5.339
H -4.308 2.380 -5.289
H -4.985 0.663 -3.650
H -3.337 -0.224 -2.045
H -0.050 -1.057 -3.909
H 2.013 -1.852 -4.992
H 4.209 -0.977 -4.254
H 4.335 0.597 -2.358
H 2.305 1.279 -1.155
S 1.174 -5.413 -2.992
C 0.663 -4.173 -2.309
F -3.142 -3.346 0.490
B -2.159 -2.937 -0.162
F -1.764 -2.654 -2.889
C 4.148 -3.179 1.905
C 3.300 -3.364 0.650
C 3.705 -2.348 -0.417
C 3.513 -4.769 0.094
Sb 1.164 -3.021 1.041
C 0.442 -4.806 2.089
C 1.477 -5.312 3.093
C 0.160 -5.870 1.028
C -0.849 -4.482 2.838
C 1.043 -1.356 2.454
C 1.469 -1.728 3.871
C -0.414 -0.888 2.446
C 1.933 -0.233 1.923
H 5.194 -3.375 1.648
H 3.876 -3.872 2.701
H 4.101 -2.165 2.299
H 4.759 -2.494 -0.673
H 3.588 -1.318 -0.078
H 3.126 -2.475 -1.339
H 4.569 -4.879 -0.170
H 2.934 -4.945 -0.811
H 3.280 -5.553 0.812
H 2.402 -5.636 2.621
H 1.059 -6.179 3.612
H 1.718 -4.566 3.851
H 1.054 -6.145 0.466
H -0.606 -5.545 0.318
H -0.210 -6.775 1.518
H -0.705 -3.748 3.629
H -1.215 -5.398 3.311
H -1.644 -4.131 2.181
H 0.804 -2.459 4.328
H 1.434 -0.829 4.495
H 2.487 -2.114 3.915
H -1.106 -1.666 2.778
H -0.725 -0.548 1.453
H -0.527 -0.042 3.131
H 2.993 -0.439 2.070
H 1.705 0.693 2.460
H 1.775 -0.051 0.856
```

Computed properties:
Relative energy (zero: lowest compared OMol25 entry of this formula, charge and spin), kcal/mol: 0.0
Charge: +2
Calculated total energy, Ha: -5003.36361
2S+1: 2
Largest force on an atom, Eh/bohr: 0.0047

Mulliken population analysis, charges in e, atoms 1 to 5: number 1, Zr, carries 0.293; number 2, C, carries -0.007; number 3, C, carries -2.135; number 4, As, carries 0.470; number 5, C, carries 0.010

***

Question: Among the records above, which one has the highest calculated total energy?
Answer: C39H50F5KN7O3P